Entry 1:
Below is a cluster of 10 separate species, C16H54N18O10 in total, with properties calculated with ωB97M-V/def2-TZVPD.

Structure (XYZ):
```
98
Properties=species:S:1:pos:R:3:forces:R:3:lowdin_charge:R:1
C -1.7797 -0.4894 3.5564 0.267 -0.681 0.960 -0.05
C -1.8397 -1.4792 4.7931 -3.559 1.101 -1.563 -0.38
C -1.0209 -0.9933 5.9298 1.923 -1.638 1.163 -0.20
O -1.2497 -1.8052 7.1064 -0.353 0.676 0.904 -0.21
C -0.9236 -1.1325 8.3403 0.625 -0.168 -0.915 -0.10
N -3.2601 -1.6400 5.2523 0.215 0.306 -0.075 0.02
H -2.5755 -0.6207 2.8231 0.045 -0.733 0.073 0.08
H -0.8079 -0.6495 3.0893 -0.174 0.233 -0.268 0.03
H -1.8922 0.5648 3.8093 0.322 0.026 0.540 0.06
H -1.7851 -2.5026 4.4219 1.698 0.025 0.106 0.13
H -1.1329 0.0656 6.1627 -0.264 0.082 -0.238 0.13
H 0.0240 -1.2530 5.7600 0.460 0.857 -0.562 0.11
H -0.0554 -0.4795 8.2513 0.129 0.319 -0.571 0.07
H -0.5341 -1.8483 9.0641 -0.824 -0.304 0.072 0.09
H -1.7443 -0.5028 8.6842 -0.189 -0.300 0.238 0.09
H -3.6011 -0.7893 5.6765 -0.131 0.486 -0.062 0.06
H -3.1556 -2.2548 6.0468 -0.329 -0.323 0.214 0.05
C -1.4865 1.0485 -6.0143 0.248 -0.109 0.053 -0.06
C -0.1424 0.5688 -5.4419 -0.980 -1.323 -2.475 -0.43
C 0.5403 -0.2800 -6.5948 0.649 -0.866 2.360 -0.15
O -0.0746 -1.5959 -6.5685 -0.376 -0.608 -0.475 -0.23
C 0.3732 -2.5757 -7.5386 0.593 2.035 -0.863 -0.09
N 0.6786 1.6753 -5.0264 -0.005 0.382 0.137 0.05
H -1.2878 1.5219 -6.9758 0.023 0.752 0.273 0.07
H -1.9827 1.6863 -5.2829 -0.158 0.273 -0.307 0.07
H -2.1681 0.2538 -6.3173 0.116 -0.411 0.546 0.07
H -0.3217 -0.0694 -4.5766 -0.048 -0.666 -0.224 0.12
H 1.5558 -0.3876 -6.2136 0.465 -0.275 -0.263 0.11
H 0.6333 0.1850 -7.5762 -0.706 0.063 -0.109 0.12
H 1.4512 -2.4664 -7.6575 0.298 -0.584 0.422 0.08
H 0.0328 -2.3146 -8.5407 -0.475 0.301 -0.160 0.07
H 0.0491 -3.6106 -7.4293 -0.032 0.282 1.054 0.08
H 0.2773 1.8779 -4.1220 0.051 0.887 0.253 0.03
H 1.5861 1.3137 -4.7699 0.477 -0.251 -0.156 0.03
C 3.1302 -1.0642 2.9537 4.440 -2.337 1.473 -0.83
O 4.1867 -1.5036 3.3941 0.478 0.046 0.705 0.03
N 3.0547 -0.5057 1.8006 0.243 2.964 -4.781 0.16
N 1.9980 -1.1026 3.5394 -4.065 -0.321 2.935 0.20
H 3.9109 -0.3404 1.2910 -0.343 -0.295 0.114 0.12
H 2.1294 -0.3826 1.4147 0.150 -0.095 -0.848 0.07
H 1.2112 -0.7788 2.9952 -0.464 -0.550 0.641 0.07
H 1.9367 -1.6161 4.4070 -0.371 0.098 -0.376 0.13
C 0.3064 -4.2954 1.6919 3.889 0.777 1.011 -0.77
O 1.5260 -4.1686 1.8916 -1.105 -0.039 -0.478 0.02
N -0.5035 -3.3031 1.4086 -0.526 3.834 -1.026 0.15
N -0.3665 -5.3870 1.7867 -2.972 -4.863 0.394 0.16
H 0.0020 -2.4514 1.2107 -0.474 0.428 0.032 0.05
H -1.5004 -3.2922 1.2469 0.381 -0.380 0.126 0.12
H -1.3644 -5.2455 1.7218 0.210 -0.729 0.076 0.10
H -0.0524 -6.3165 2.0264 0.389 0.590 0.008 0.12
C 0.2965 -3.0986 -2.7799 -2.226 -2.245 -2.130 -0.78
O 1.2442 -2.4316 -2.5559 2.780 2.965 0.405 0.08
N -0.3605 -3.2394 -3.9270 0.497 1.506 -3.691 0.18
N -0.2418 -3.9113 -1.9217 -0.842 -1.674 4.267 0.18
H -1.1318 -3.8541 -4.1442 0.370 0.266 0.420 0.11
H 0.0845 -2.7554 -4.6937 -0.469 -0.005 -0.492 0.08
H -1.0368 -4.4802 -2.1753 0.143 0.404 0.532 0.11
H -0.1318 -3.4869 -1.0118 -0.380 -1.053 0.733 0.09
C 0.4130 3.7262 -1.5021 -1.706 0.384 -1.413 -0.70
O -0.1407 2.8597 -2.1498 -0.596 -0.222 -1.198 0.00
N 1.2427 3.4436 -0.5219 1.667 0.911 1.952 0.19
N 0.1311 5.0605 -1.6454 0.121 0.532 0.374 0.17
H 1.5469 4.2988 -0.0790 0.796 -0.700 0.439 0.11
H 1.8558 2.6419 -0.5607 -0.431 0.068 -0.045 0.10
H 0.4580 5.6884 -0.9250 -0.106 0.115 -0.455 0.10
H -0.4164 5.4547 -2.3970 0.042 -0.522 0.199 0.12
C 3.2666 0.2385 -2.7770 0.863 -1.042 1.140 -0.84
O 3.2549 -0.1043 -3.9104 -0.651 -0.567 -3.673 0.08
N 3.2608 1.4482 -2.3379 -0.182 5.498 0.330 0.17
N 3.3579 -0.5863 -1.7731 -0.243 -4.460 1.548 0.19
H 3.5462 1.5361 -1.3730 0.193 0.763 -0.541 0.10
H 3.4800 2.1043 -3.0739 0.191 0.658 0.663 0.13
H 2.9152 -1.4300 -2.1081 0.242 -0.944 1.027 0.08
H 3.4914 -0.4302 -0.7842 -0.411 0.108 -0.564 0.09
C -4.5376 3.0900 -0.7299 -1.452 0.863 2.553 -0.81
O -5.3469 2.7591 0.1044 -0.692 -1.227 0.858 0.05
N -4.8143 3.7714 -1.7820 -1.967 2.205 -4.856 0.16
N -3.2418 3.1101 -0.5833 4.269 -1.896 2.076 0.16
H -5.7562 4.0990 -1.9416 0.312 -0.343 -0.346 0.13
H -4.0918 3.7401 -2.4871 -0.826 0.486 -0.416 0.11
H -2.6196 3.7132 -1.1022 -0.176 -0.322 0.330 0.10
H -2.9547 2.6478 0.2675 0.531 0.187 -0.210 0.10
C 1.1257 2.6473 3.8533 -0.297 -0.729 -0.452 -0.80
O 0.0515 2.4296 3.3850 -3.134 -1.110 -1.422 0.05
N 1.3438 3.5426 4.7427 0.932 4.558 4.186 0.17
N 2.2326 2.0121 3.5962 3.333 -2.643 -2.199 0.19
H 2.2969 3.6074 5.0704 -0.516 0.217 0.435 0.11
H 0.6288 3.9459 5.3311 0.025 -0.071 -0.516 0.13
H 3.1439 2.4197 3.7498 -0.292 -0.224 0.150 0.12
H 2.2338 1.2074 2.9857 0.022 0.276 -0.048 0.07
C -0.1472 0.2195 0.2786 1.335 -1.691 -2.923 -0.65
O 0.3285 -0.7778 0.8518 -0.010 0.615 0.791 -0.05
N -0.1552 0.2969 -1.0745 -0.136 -0.594 -0.537 0.20
N -0.5794 1.3142 0.8220 -1.110 1.647 1.944 0.21
H -0.3862 1.1798 -1.5070 0.124 -0.159 -0.233 0.05
H 0.2478 -0.4272 -1.6518 0.089 -0.133 0.291 0.09
H -0.8385 2.0830 0.2205 0.106 -0.163 0.467 0.08
H -0.5346 1.4083 1.8267 0.007 0.530 0.161 0.07
```
Forces are in eV/Å.

The HOMO-LUMO gap comes out at 8.8 eV. The net charge is 0. As for the SMILES: COC[C@H](C)N.COC[C@H](C)N.NC(N)=O.NC(N)=O.NC(N)=O.NC(N)=O.NC(N)=O.NC(N)=O.NC(N)=O.NC(N)=O.


Entry 2:
Below is a cluster of 14 separate species, C42H56O42 in total, with properties calculated with ωB97M-V/def2-TZVPD.

Structure (XYZ):
```
140
Properties=species:S:1:pos:R:3:forces:R:3:lowdin_charge:R:1
C 2.9224 2.7423 0.6760 -1.271 -0.680 -0.964 -0.13
C 3.1280 1.2453 0.5691 0.260 -1.352 1.727 -0.08
O 4.4907 1.1334 0.9731 0.604 0.101 0.530 0.07
C 5.0760 2.3070 0.7969 2.284 0.725 -1.624 -0.56
O 6.2596 2.4934 0.7558 -0.631 -0.095 0.647 0.16
O 4.1849 3.2741 0.4206 1.018 -0.328 1.030 0.07
H 2.4914 3.0937 1.6006 0.042 -0.023 0.380 0.13
H 2.3665 3.0250 -0.1755 -1.329 0.567 -0.685 0.09
H 3.0903 0.7766 -0.3894 -0.407 0.333 -1.125 0.12
H 2.6254 0.5515 1.2602 -0.463 0.825 -0.101 0.12
C -1.4096 -1.3667 -5.6903 -1.504 -0.029 0.564 -0.07
C -2.8347 -1.0764 -6.2267 0.899 -0.349 0.516 -0.08
O -3.5317 -0.5919 -5.0685 0.376 0.274 0.227 0.07
C -2.8415 -0.9483 -3.9717 -0.334 -0.016 2.088 -0.55
O -3.1849 -0.7377 -2.8187 0.447 -0.257 -2.175 0.12
O -1.7029 -1.6035 -4.2843 0.027 0.132 -0.408 0.05
H -0.7290 -0.5484 -5.7098 0.350 0.937 -0.270 0.11
H -0.9010 -2.1891 -6.1452 0.046 -0.756 -0.011 0.13
H -3.3504 -1.9683 -6.5413 -0.011 -0.417 -0.250 0.13
H -2.8483 -0.3481 -7.0122 -0.119 0.483 -0.273 0.12
C 5.0401 -3.3497 0.7554 -0.027 -2.577 1.569 -0.10
C 4.6037 -1.9464 0.4976 0.976 1.895 1.177 -0.13
O 4.3549 -1.9194 -0.8796 -0.210 0.107 -0.818 0.08
C 4.4116 -3.1560 -1.3486 -0.726 -1.206 -3.511 -0.57
O 4.1675 -3.4427 -2.5099 0.332 0.526 1.549 0.12
O 4.7590 -4.0602 -0.4457 -0.173 0.484 -0.241 0.08
H 4.4836 -3.9288 1.5320 0.246 0.955 -0.204 0.13
H 6.0809 -3.5672 0.9517 0.434 0.681 0.184 0.13
H 5.3887 -1.1751 0.6853 -0.589 -0.734 0.174 0.15
H 3.6860 -1.6656 1.0038 0.032 -0.105 0.204 0.09
C -3.4328 -3.3829 -0.8863 1.047 0.488 -1.517 -0.12
C -4.3984 -4.5142 -0.5491 -0.154 2.101 1.503 -0.10
O -3.4712 -5.4851 -0.1487 0.506 -1.974 -0.136 0.06
C -2.2755 -4.9597 0.2026 0.026 -0.694 1.619 -0.53
O -1.3851 -5.5727 0.7451 -1.155 1.115 -1.201 0.17
O -2.3521 -3.6357 -0.0033 1.312 -0.039 0.621 0.04
H -3.5955 -2.3137 -0.8061 -1.142 -0.169 0.304 0.10
H -2.9726 -3.5051 -1.8845 -0.595 -0.179 -0.021 0.14
H -5.0192 -4.8527 -1.3670 -0.017 -0.127 -0.022 0.13
H -4.9878 -4.2135 0.3678 0.188 -0.426 -1.073 0.15
C 3.6576 -1.9544 4.3845 -0.485 -0.269 0.500 -0.15
C 2.7457 -2.0002 5.6052 -2.211 -2.453 -0.952 -0.15
O 3.1018 -0.9749 6.4704 0.164 0.151 0.147 0.10
C 4.1983 -0.4157 5.9709 1.557 1.644 0.892 -0.57
O 4.8677 0.4080 6.5500 -0.856 -0.860 -0.872 0.14
O 4.4810 -0.9017 4.7523 1.619 1.510 -0.221 0.07
H 3.1245 -1.7279 3.4653 -0.009 0.037 -0.072 0.10
H 4.2806 -2.8418 4.2859 -0.129 -0.179 -0.120 0.13
H 2.8219 -2.9754 6.0781 0.192 0.005 0.479 0.13
H 1.7020 -1.9151 5.2952 0.106 0.335 0.179 0.12
C -0.4447 2.1951 2.0607 -0.822 2.671 0.775 -0.11
C -1.4311 1.6961 3.1312 -1.499 0.436 0.068 -0.07
O -0.7708 0.5969 3.7719 -0.264 1.061 -1.069 0.09
C 0.4774 0.7303 3.3961 5.639 -4.282 1.809 -0.53
O 1.3743 -0.0289 3.8245 -2.552 2.323 -1.149 0.11
O 0.7927 1.6802 2.4933 -1.024 -0.762 0.676 0.04
H -0.3911 3.3146 2.2096 -0.098 -1.067 -0.843 0.15
H -0.6525 1.9280 1.0196 -0.062 0.028 0.380 0.11
H -2.3820 1.3839 2.7088 0.014 -0.291 -0.096 0.12
H -1.6751 2.4148 3.9379 0.398 -0.010 -0.605 0.15
C -3.2428 5.7568 0.2798 0.644 0.550 1.503 -0.10
C -3.0789 5.6271 -1.1957 0.085 0.538 -1.366 -0.15
O -3.4681 4.2970 -1.4227 -0.852 -1.945 0.721 0.05
C -3.4326 3.5828 -0.2395 0.949 -0.156 -0.934 -0.53
O -3.5772 2.3934 -0.1559 0.124 1.087 -0.220 0.15
O -3.1223 4.4087 0.7843 -0.649 -0.345 -0.816 0.05
H -4.2433 6.1016 0.5510 0.245 0.300 0.142 0.14
H -2.4103 6.2930 0.7745 -0.793 0.139 -0.326 0.14
H -2.0459 5.6730 -1.5170 0.218 0.392 0.093 0.10
H -3.6959 6.2947 -1.8506 0.379 -0.469 0.900 0.15
C 1.3439 -4.7255 2.5345 1.179 1.877 -1.072 -0.15
C 1.6507 -4.8015 0.9407 -0.814 0.343 2.898 -0.09
O 1.7036 -6.1975 0.7600 0.188 -0.138 -0.499 0.08
C 1.5869 -6.8762 1.8875 -0.848 -2.365 2.617 -0.45
O 1.4664 -8.0864 1.9828 0.649 3.147 -0.187 0.13
O 1.5686 -5.9852 3.0716 -0.336 -2.658 -3.280 0.02
H 0.4034 -4.2784 2.8710 -0.053 -0.305 -0.462 0.12
H 2.1750 -4.1336 2.8876 -0.037 0.779 0.489 0.09
H 2.5934 -4.3014 0.7845 0.384 -0.400 -0.356 0.08
H 0.9134 -4.3052 0.3350 -0.486 -0.391 -0.222 0.10
C 3.4999 -0.6394 -4.3513 0.492 -0.474 -0.178 -0.06
C 2.2663 -1.4323 -3.9974 -0.166 0.088 -0.877 -0.10
O 1.7850 -1.8440 -5.2872 -0.389 -0.282 -0.431 0.03
C 2.7717 -1.7288 -6.2197 -1.215 -1.057 0.548 -0.60
O 2.6648 -2.1449 -7.3306 0.130 0.309 -0.209 0.15
O 3.8164 -1.1795 -5.6587 1.544 1.278 0.111 0.09
H 4.3115 -0.9128 -3.7005 0.398 0.073 0.215 0.12
H 3.3970 0.4556 -4.3794 -0.137 -0.419 -0.220 0.12
H 1.4982 -0.7955 -3.6528 -0.775 0.512 1.059 0.10
H 2.4629 -2.2971 -3.3724 -0.023 0.057 0.022 0.12
C -0.4962 2.9647 -4.3214 0.315 1.239 -0.169 -0.09
C 0.5660 3.8186 -5.0743 -0.462 1.012 -0.279 -0.08
O 1.7806 3.5331 -4.4001 -0.429 0.405 -0.845 0.11
C 1.4949 2.7827 -3.3852 0.207 -3.103 3.127 -0.59
O 2.3058 2.2236 -2.7045 0.348 0.461 0.190 0.14
O 0.1456 2.5065 -3.1397 1.733 1.307 -1.680 0.03
H -0.7365 2.1319 -4.9391 -0.626 -0.715 -0.361 0.11
H -1.3386 3.5535 -4.0123 -0.639 0.076 -0.198 0.13
H 0.4735 4.9055 -5.0809 -0.566 0.018 0.571 0.13
H 0.6629 3.6074 -6.1271 0.073 -0.721 -0.276 0.13
C -1.1639 -0.3061 -0.3369 -0.482 0.573 0.263 -0.10
C -0.0492 0.0606 -1.2325 0.777 -0.159 -0.608 -0.09
O 0.9538 -0.9354 -0.9107 -0.132 -0.047 0.178 0.08
C 0.7260 -1.3089 0.3578 0.476 -0.108 0.819 -0.54
O 1.4997 -1.9173 1.0522 -0.549 0.240 -0.566 0.13
O -0.4649 -0.8499 0.8062 -0.155 0.243 -0.253 0.08
H -1.8329 -1.0180 -0.7491 -0.366 -0.970 -0.299 0.09
H -1.7766 0.5720 -0.1443 0.021 -0.033 0.738 0.12
H 0.3723 1.0285 -0.9527 0.015 0.079 -0.396 0.12
H -0.2954 -0.0144 -2.2937 0.151 0.175 0.229 0.12
C -5.6865 2.2119 1.8459 -0.613 0.099 1.145 -0.11
C -6.9207 1.4363 1.5253 -1.577 -0.061 -1.813 -0.07
O -6.3846 0.2752 0.8553 -1.328 1.124 0.016 0.12
C -5.1788 0.1891 1.3062 3.110 -4.464 -0.924 -0.67
O -4.4856 -0.7767 1.0709 0.074 0.334 0.168 0.13
O -4.7670 1.1610 2.0714 0.402 1.349 0.534 0.07
H -5.7479 2.7737 2.7490 -0.157 0.574 0.596 0.14
H -5.3937 2.8308 1.0256 0.281 0.206 -0.389 0.10
H -7.4939 1.9208 0.7263 -0.364 0.133 0.692 0.14
H -7.5376 1.0326 2.3236 0.000 0.554 0.318 0.14
C -2.2355 -2.4533 3.3994 1.324 3.287 -0.561 -0.16
C -3.2047 -1.6299 4.2962 2.135 0.856 -1.081 -0.12
O -3.6981 -2.5523 5.1991 -0.549 -1.007 0.242 0.08
C -3.3093 -3.7791 4.8055 -0.318 -3.687 2.636 -0.51
O -3.5988 -4.8116 5.4169 0.562 2.907 -1.982 0.12
O -2.4593 -3.7348 3.7618 -1.065 -2.379 0.585 0.09
H -1.1673 -2.1923 3.5591 -0.494 -0.118 0.139 0.13
H -2.4248 -2.2283 2.3486 -0.183 -0.469 -0.061 0.11
H -3.9498 -1.2531 3.6241 -0.757 0.577 0.166 0.10
H -2.6190 -0.8693 4.8306 -0.619 0.063 -0.192 0.13
C 2.0447 6.8509 0.0961 -0.826 1.140 0.897 -0.05
C 2.5384 6.2350 -1.1866 0.432 1.185 -1.874 -0.11
O 1.6029 5.2371 -1.4754 -0.940 -1.743 1.272 0.05
C 0.6151 5.2909 -0.5473 -0.542 -2.226 -1.321 -0.62
O -0.3086 4.5343 -0.5645 -0.612 -0.443 -0.165 0.14
O 0.7667 6.2070 0.3488 1.054 1.206 0.496 0.10
H 1.7837 7.9049 0.0191 0.466 0.095 -0.064 0.14
H 2.6276 6.6841 0.9929 0.456 -0.080 -0.138 0.14
H 3.5863 5.9276 -1.1731 -0.315 -0.499 0.176 0.14
H 2.3527 6.7912 -2.1184 0.948 1.222 0.752 0.14
```
Forces are in eV/Å.

The HOMO-LUMO gap comes out at 9.2 eV. The net charge is 0.


Entry 3:
Below is an isolated molecule of C4H7N3, with properties calculated with ωB97M-V/def2-TZVPD.

Structure (XYZ):
```
14
Properties=species:S:1:pos:R:3:forces:R:3:lowdin_charge:R:1
N -2.4794 -0.2274 0.0394 -0.898 -0.794 -0.233 0.08
C -1.0934 -0.0303 -0.0144 0.350 0.302 0.152 -0.41
C -0.0090 -0.8757 0.1178 0.025 -0.516 0.093 -0.01
C 1.1826 -0.1043 0.0914 -0.277 -0.241 -0.240 -0.38
N 2.4771 -0.5803 0.2971 0.211 -0.170 -0.100 0.07
C 0.8213 1.1798 -0.2025 -2.865 3.376 1.587 -0.09
N -0.6153 1.2257 -0.1324 -0.367 -1.528 -1.201 0.02
H -2.8953 -0.4569 -0.8638 0.265 0.310 0.088 0.08
H -2.7453 -1.0078 0.6375 0.307 0.286 0.040 0.08
H -0.0562 -1.9463 0.2492 -0.059 -0.002 -0.030 0.10
H 3.1811 0.0854 -0.0031 -0.170 -0.153 0.084 0.09
H 2.6193 -1.4587 -0.1866 0.124 0.060 0.162 0.08
H 0.7893 2.1598 0.3444 2.995 -0.409 -0.644 0.13
H -1.1842 2.0369 -0.3724 0.360 -0.523 0.244 0.15
```
Forces are in eV/Å.

The HOMO-LUMO gap comes out at 8.6 eV. The net charge is 0. As for the SMILES: Nc1c[nH]c(N)c1.


Entry 4:
Below is a cluster of 2 separate species, C4H11NO2 in total, with properties calculated with ωB97M-V/def2-TZVPD.

Structure (XYZ):
```
18
Properties=species:S:1:pos:R:3:forces:R:3:lowdin_charge:R:1
C -1.4361 0.3785 -0.7652 -0.169 -0.731 -0.753 -0.10
C -0.4762 0.2313 0.4617 -2.919 0.794 1.127 -0.51
C -1.0942 -0.9522 1.2794 -3.673 0.957 -0.179 -0.15
C -0.0774 -1.5600 2.1740 2.156 -1.511 2.266 -0.28
O -0.1239 -2.2896 3.1577 -1.794 0.658 -0.744 0.01
N 0.8832 -0.1310 0.2584 1.805 3.165 -2.492 -0.01
H -1.3491 -0.6275 -1.3251 -0.593 1.427 0.697 0.09
H -2.5128 0.5698 -0.3816 1.730 -0.458 -0.798 0.09
H -1.1758 1.1546 -1.5392 -0.082 -0.498 1.061 0.07
H -0.6436 1.2200 1.0709 1.004 -1.761 -0.853 0.16
H -2.2347 -0.5615 1.7175 3.513 -1.452 -0.720 0.19
H -1.3833 -1.7537 0.5166 0.414 0.769 0.963 0.13
H 0.9911 -1.3929 1.9171 -0.767 0.489 -0.617 0.11
H 1.3149 0.6091 -0.3885 -0.535 -1.375 1.160 0.10
H 0.9346 -0.9775 -0.2855 -0.043 -0.447 -0.179 0.08
H 3.3103 1.4715 -2.9004 0.041 0.245 -0.015 0.03
H 2.5555 2.8072 -2.4988 0.141 -2.006 -0.056 0.07
O 2.5175 1.8039 -2.4688 -0.228 1.733 0.132 -0.09
```
Forces are in eV/Å.

The HOMO-LUMO gap comes out at 9.3 eV. The net charge is 0. As for the SMILES: C[C@H](N)CC=O.O.


Values for LUMO, eV, ordered as above
-0.23, -0.66, 1.04, 0.52
Values for F_max, eV/A, ordered as above
6.3, 7.3, 4.7, 4.4